Here is 12 unconnected molecules or ions with the total composition C36H36F12O36 in a non-equilibrium geometry from the OMol25 dataset. Energies are from wB97M-V/def2-TZVPD.

Geometry as XYZ:
```
120
Properties=species:S:1:pos:R:3:lowdin_charge:R:1
O -17.600 12.650 4.197 0.193
C -16.457 12.353 4.189 -0.546
O -15.888 11.499 5.071 0.058
C -14.498 11.415 4.840 -0.064
C -14.240 12.435 3.732 -0.282
F -13.544 11.896 2.691 0.057
O -15.531 12.796 3.304 0.144
H -13.874 11.572 5.716 0.134
H -14.196 10.431 4.467 0.127
H -13.708 13.336 4.035 0.170
O -20.099 6.566 5.501 0.195
C -19.605 7.556 5.094 -0.546
O -19.733 8.779 5.664 0.075
C -19.186 9.749 4.761 -0.041
C -18.292 8.932 3.864 -0.291
F -16.985 8.947 4.279 0.058
O -18.786 7.631 4.011 0.140
H -19.995 10.231 4.215 0.150
H -18.619 10.460 5.358 0.126
H -18.310 9.223 2.818 0.147
O -15.364 7.683 6.199 0.179
C -15.462 8.471 7.078 -0.533
O -16.343 8.409 8.090 0.091
C -16.403 9.727 8.688 -0.020
C -15.009 10.232 8.379 -0.295
F -14.147 9.695 9.302 0.066
O -14.751 9.637 7.140 0.093
H -17.166 10.231 8.090 0.143
H -16.676 9.698 9.734 0.144
H -14.860 11.305 8.308 0.171
O -14.285 -1.138 0.648 0.174
C -13.805 -0.058 0.729 -0.558
O -14.489 1.100 0.566 0.078
C -13.554 2.177 0.603 -0.060
C -12.392 1.555 1.343 -0.297
F -12.533 1.594 2.705 0.068
O -12.498 0.191 1.003 0.140
H -13.208 2.618 -0.327 0.120
H -13.928 2.992 1.218 0.117
H -11.449 2.009 1.057 0.155
O -11.948 10.443 -2.515 0.202
C -11.942 9.981 -1.429 -0.550
O -10.965 10.162 -0.499 0.066
C -11.606 9.976 0.771 -0.027
C -12.719 8.979 0.460 -0.299
F -13.869 9.192 1.113 0.098
O -12.878 9.131 -0.942 0.107
H -10.974 9.674 1.598 0.130
H -12.051 10.946 1.010 0.137
H -12.327 7.977 0.652 0.148
O -19.073 12.477 0.785 0.200
C -18.294 11.658 0.448 -0.530
O -17.668 10.769 1.238 0.051
C -16.698 10.053 0.483 -0.054
C -17.058 10.361 -0.960 -0.304
F -17.770 9.342 -1.522 0.074
O -17.888 11.477 -0.856 0.137
H -15.696 10.414 0.719 0.118
H -16.674 9.017 0.820 0.140
H -16.202 10.626 -1.573 0.166
O -12.110 4.716 2.201 0.174
C -13.046 5.378 2.508 -0.526
O -13.065 6.710 2.671 0.049
C -14.239 6.994 3.465 -0.060
C -15.180 5.932 2.941 -0.292
F -15.692 6.352 1.741 0.066
O -14.298 4.861 2.761 0.123
H -14.021 6.851 4.519 0.116
H -14.589 8.009 3.314 0.121
H -15.966 5.791 3.677 0.158
O -15.017 4.779 -0.634 0.204
C -14.640 5.583 -1.404 -0.530
O -13.630 5.379 -2.288 0.068
C -13.407 6.575 -3.024 -0.058
C -14.702 7.345 -2.792 -0.310
F -15.625 7.113 -3.779 0.067
O -15.204 6.801 -1.614 0.142
H -12.581 7.164 -2.628 0.119
H -13.329 6.332 -4.080 0.149
H -14.558 8.421 -2.752 0.154
O -12.176 8.712 4.945 0.170
C -11.310 8.494 5.730 -0.540
O -10.071 8.094 5.443 0.068
C -9.325 7.879 6.649 -0.015
C -10.367 8.085 7.753 -0.301
F -9.931 8.924 8.715 0.084
O -11.452 8.669 7.069 0.134
H -8.914 6.874 6.615 0.140
H -8.528 8.620 6.662 0.146
H -10.711 7.150 8.196 0.172
O -11.027 1.927 -2.215 0.219
C -10.665 3.021 -1.988 -0.511
O -9.693 3.732 -2.624 0.095
C -9.908 5.080 -2.249 -0.067
C -10.301 4.901 -0.813 -0.314
F -10.920 6.003 -0.308 0.064
O -11.137 3.763 -0.907 0.089
H -9.062 5.745 -2.415 0.146
H -10.745 5.547 -2.781 0.132
H -9.479 4.644 -0.138 0.181
O -16.402 3.655 4.548 0.178
C -16.413 2.644 3.937 -0.538
O -15.427 1.725 3.968 0.071
C -15.966 0.471 3.566 -0.044
C -17.137 0.900 2.695 -0.292
F -18.205 0.075 2.899 0.065
O -17.458 2.180 3.195 0.144
H -15.304 -0.243 3.082 0.130
H -16.303 -0.034 4.477 0.146
H -16.933 0.961 1.630 0.163
O -7.591 10.483 2.805 0.188
C -8.089 9.528 2.315 -0.550
O -7.832 9.087 1.065 0.072
C -8.714 7.974 0.752 -0.032
C -9.258 7.590 2.116 -0.313
F -8.570 6.568 2.700 0.078
O -9.043 8.740 2.885 0.102
H -9.389 8.428 0.031 0.118
H -8.056 7.240 0.292 0.142
H -10.316 7.328 2.118 0.151
```

Properties
- energy above the lowest of the compared OMol25 structures with the same formula, charge and spin (eV) = 0.064
- Kohn-Sham gap (eV) = 10.967
- SMILES = O=C1OC[C@@H](F)O1.O=C1OC[C@@H](F)O1.O=C1OC[C@@H](F)O1.O=C1OC[C@@H](F)O1.O=C1OC[C@@H](F)O1.O=C1OC[C@@H](F)O1.O=C1OC[C@@H](F)O1.O=C1OC[C@@H](F)O1.O=C1OC[C@@H](F)O1.O=C1OC[C@@H](F)O1.O=C1OC[C@@H](F)O1.O=C1OC[C@@H](F)O1
- spin multiplicity = 1
- highest occupied orbital energy (Eh) = -0.4076

=====

Here is a molecular structure, C36H36F6IrN5OS in a non-equilibrium geometry from the OMol25 dataset. Energies are from wB97M-V/def2-TZVPD.

Geometry as XYZ:
```
86
Properties=species:S:1:pos:R:3:lowdin_charge:R:1
Ir -0.632 0.018 -0.195 1.416
C 0.832 4.212 -0.068 -0.028
C 0.731 3.542 1.273 -0.176
C 0.647 4.394 2.374 -0.018
C 0.628 3.913 3.666 -0.032
C 0.706 2.547 3.890 -0.027
C 0.769 1.649 2.837 -0.199
C 0.904 0.187 3.154 -0.019
C 0.765 2.156 1.529 -0.158
N 0.856 1.240 0.408 0.018
C 1.816 1.358 -0.453 -0.222
C 3.122 2.030 -0.218 0.034
C 1.624 0.634 -1.743 -0.233
C 2.369 1.084 -2.947 0.027
N 0.747 -0.325 -1.657 -0.012
C 0.660 -1.393 -2.626 -0.169
C -0.600 -1.832 -3.032 -0.188
C -1.898 -1.331 -2.467 -0.022
C -0.684 -2.824 -4.003 -0.019
C 0.452 -3.399 -4.533 -0.026
C 1.693 -3.023 -4.047 -0.021
C 1.836 -2.048 -3.068 -0.202
C 3.244 -1.887 -2.538 -0.038
H 0.164 5.068 -0.099 0.088
H 0.568 3.571 -0.907 0.057
H 1.841 4.603 -0.211 0.100
H 0.607 5.461 2.194 0.129
H 0.571 4.597 4.501 0.121
H 0.732 2.166 4.902 0.120
H 1.037 0.049 4.224 0.094
H 1.753 -0.275 2.644 0.080
H 0.000 -0.346 2.868 0.047
H 3.208 2.420 0.791 0.108
H 3.282 2.834 -0.934 0.108
H 3.907 1.286 -0.387 0.113
H 1.990 2.089 -3.167 0.114
H 2.186 0.446 -3.805 0.106
H 3.440 1.173 -2.776 0.103
H -1.778 -0.604 -1.645 -0.004
H -2.502 -2.162 -2.104 0.112
H -2.473 -0.800 -3.225 0.092
H -1.664 -3.143 -4.336 0.130
H 0.373 -4.165 -5.292 0.124
H 2.583 -3.517 -4.416 0.128
H 3.953 -1.980 -3.360 0.101
H 3.461 -2.700 -1.842 0.081
H 3.470 -0.965 -2.027 0.049
N -0.631 -3.092 2.580 0.162
C 0.650 -3.666 2.805 -0.223
C 0.844 -4.474 3.911 0.003
C 2.101 -5.010 4.156 -0.042
C 3.154 -4.723 3.303 -0.047
C 2.956 -3.899 2.203 -0.080
C 1.700 -3.376 1.950 -0.442
S 1.487 -2.394 0.492 1.051
N -0.084 -1.724 0.745 -0.381
C -0.890 -2.142 1.678 -0.352
C -2.176 -1.394 1.809 -0.182
C -3.286 -1.891 2.456 0.028
C -4.411 -1.081 2.586 0.007
C -4.371 0.201 2.076 0.012
C -3.235 0.624 1.403 -0.060
N -2.165 -0.156 1.249 -0.025
H -1.344 -3.314 3.255 0.146
H 0.018 -4.690 4.578 0.126
H 2.252 -5.646 5.016 0.121
H 4.134 -5.141 3.488 0.121
H 3.782 -3.678 1.537 0.116
H -3.298 -2.902 2.840 0.129
H -5.292 -1.451 3.092 0.134
H -5.209 0.877 2.177 0.133
H -3.147 1.618 0.995 0.103
C -3.496 1.563 -2.050 0.034
C -2.192 2.338 -1.837 -0.409
O -1.157 1.750 -1.138 -0.279
C -2.577 3.674 -1.148 -0.559
F -2.884 3.446 0.148 0.132
F -1.588 4.564 -1.160 0.160
F -3.644 4.242 -1.703 0.184
C -1.598 2.648 -3.239 -0.562
F -1.500 1.503 -3.942 0.152
F -0.362 3.154 -3.165 0.155
F -2.344 3.494 -3.942 0.192
H -4.060 1.474 -1.125 0.089
H -3.306 0.574 -2.450 0.052
H -4.131 2.092 -2.758 0.115
```

Properties
- energy above the lowest of the compared OMol25 structures with the same formula, charge and spin (eV) = 0.000
- Kohn-Sham gap (eV) = 6.627
- net charge = +2
- spin multiplicity = 1
- highest occupied orbital energy (Eh) = -0.4893

=====

Among the records above, which one has the highest highest occupied orbital energy? C36H36F12O36

=====

Look up the highest occupied orbital energy of the first one. -0.4076 Eh